The following is a quantum chemistry calculation of a 13-piece molecular cluster, C28H72BO20 overall, from the OMol25 dataset.

Last column: Löwdin charge in e.
Cartesian coordinates (Å):
O: -0.46 -0.23 -3.95  0.156
C: -0.74 0.04 -2.82  -0.384
O: 0.00 -0.15 -1.74  0.211
B: -0.65 0.46 -0.59  -0.922
O: -2.01 0.80 -1.05  0.205
C: -2.05 0.74 -2.37  -0.386
O: -2.95 1.04 -3.10  0.165
O: 0.03 1.71 -0.15  0.219
C: 0.38 1.64 1.11  -0.394
O: 0.96 2.46 1.77  0.146
C: -0.13 0.27 1.64  -0.379
O: -0.68 -0.36 0.62  0.209
O: -0.04 -0.14 2.76  0.132
C: -3.15 4.66 -3.08  -0.183
O: -2.77 5.12 -1.81  -0.132
H: -2.85 3.63 -3.27  0.058
H: -4.23 4.73 -3.23  0.080
H: -2.69 5.30 -3.84  0.076
H: -3.13 4.50 -1.15  0.035
C: -1.90 -3.38 -0.38  -0.103
O: -1.48 -4.61 0.25  -0.132
H: -1.45 -3.31 -1.38  0.062
H: -2.98 -3.34 -0.48  0.083
H: -1.54 -2.59 0.27  0.066
H: -1.71 -5.36 -0.29  0.083
C: -2.80 -2.83 -4.11  -0.142
O: -4.01 -3.46 -4.53  -0.116
H: -2.05 -3.61 -3.92  0.073
H: -2.45 -2.16 -4.89  0.065
H: -2.90 -2.31 -3.16  0.066
H: -4.19 -3.20 -5.43  0.066
C: -0.16 2.39 5.17  -0.154
O: -0.12 3.48 4.27  -0.136
H: 0.18 1.47 4.67  0.051
H: 0.43 2.60 6.06  0.073
H: -1.19 2.21 5.47  0.075
H: 0.27 3.18 3.44  0.027
C: -2.23 0.17 -7.25  -0.164
O: -0.84 -0.02 -7.05  -0.123
H: -2.53 -0.26 -8.21  0.070
H: -2.82 -0.27 -6.44  0.065
H: -2.45 1.24 -7.29  0.075
H: -0.72 -0.45 -6.20  0.034
C: 0.86 -3.40 2.81  -0.142
O: 0.76 -4.69 2.23  -0.131
H: 1.13 -2.60 2.12  0.068
H: -0.08 -3.19 3.34  0.067
H: 1.57 -3.49 3.63  0.068
H: 0.00 -4.65 1.62  0.029
C: 2.88 0.23 3.91  -0.058
C: 4.21 -0.29 4.37  -0.479
C: 4.38 -1.79 4.13  -0.052
O: 5.25 0.43 3.68  -0.059
H: 2.81 1.31 4.02  0.089
H: 2.06 -0.21 4.47  0.079
H: 2.71 0.03 2.85  0.058
H: 4.35 -0.09 5.44  0.131
H: 4.41 -2.00 3.06  0.072
H: 3.51 -2.35 4.49  0.067
H: 5.28 -2.15 4.62  0.078
H: 6.02 -0.14 3.61  0.073
C: -3.52 5.07 1.59  -0.046
C: -2.79 3.79 1.26  -0.471
C: -2.78 2.81 2.43  -0.026
O: -3.47 3.19 0.14  -0.055
H: -3.11 5.54 2.49  0.085
H: -4.58 4.87 1.71  0.089
H: -3.39 5.82 0.81  0.075
H: -1.75 4.00 0.99  0.142
H: -2.35 3.26 3.32  0.073
H: -2.18 1.93 2.16  0.065
H: -3.79 2.47 2.63  0.095
H: -2.99 2.37 -0.04  0.068
C: -3.73 -3.06 3.91  -0.050
C: -2.91 -1.95 3.30  -0.486
C: -3.57 -1.23 2.14  -0.042
O: -2.67 -0.96 4.32  -0.059
H: -3.29 -3.34 4.87  0.078
H: -3.74 -3.94 3.28  0.077
H: -4.75 -2.72 4.08  0.080
H: -1.95 -2.33 2.94  0.106
H: -3.76 -1.93 1.32  0.069
H: -2.93 -0.40 1.84  0.058
H: -4.53 -0.76 2.38  0.088
H: -1.81 -0.56 4.16  0.055
C: 0.46 3.67 -3.16  -0.020
C: 1.17 4.30 -1.99  -0.467
C: 2.67 4.07 -2.00  -0.049
O: 0.99 5.75 -2.02  -0.066
H: 1.10 3.77 -4.05  0.087
H: -0.53 4.07 -3.34  0.059
H: 0.36 2.59 -2.99  0.075
H: 0.81 3.97 -1.01  0.118
H: 2.92 3.05 -1.72  0.071
H: 3.12 4.79 -1.31  0.081
H: 3.11 4.27 -2.98  0.080
H: 0.05 5.90 -2.17  0.066
C: 5.15 -1.58 -0.11  -0.050
C: 4.34 -0.57 -0.89  -0.464
C: 3.04 -0.20 -0.18  -0.043
O: 5.14 0.61 -1.05  -0.050
H: 5.33 -1.19 0.89  0.065
H: 6.11 -1.71 -0.61  0.081
H: 4.68 -2.56 -0.02  0.069
H: 4.07 -0.93 -1.88  0.131
H: 2.42 0.46 -0.80  0.080
H: 3.24 0.36 0.74  0.078
H: 2.42 -1.05 0.10  0.079
H: 5.03 1.14 -0.25  0.083
C: 1.63 -2.87 -2.49  -0.047
C: 2.64 -3.96 -2.18  -0.488
C: 2.29 -4.77 -0.94  -0.052
O: 2.89 -4.81 -3.31  -0.053
H: 2.03 -2.24 -3.28  0.090
H: 1.47 -2.27 -1.59  0.059
H: 0.65 -3.27 -2.77  0.074
H: 3.62 -3.52 -2.01  0.121
H: 1.27 -5.17 -0.97  0.074
H: 2.28 -4.13 -0.05  0.066
H: 3.03 -5.54 -0.74  0.082
H: 2.05 -5.14 -3.65  0.081

Its charge is -1. As for the total energy: -71837.0942 eV. The calculation puts the max |F| at 1.41 eV/A. The value obtained for the LUMO energy is 1.99 eV. The value obtained for the orbital gap is 9.742 eV. For the molar mass, the calculation gives 739.676 g/mol.

The following is a quantum chemistry calculation of C28H72BrN4O13V as an isolated structure, from the OMol25 dataset.

Last column: Löwdin charge in e.
Cartesian coordinates (Å):
O: 0.22 -0.90 -1.11  -0.398
V: -1.07 -1.15 -0.26  0.645
O: -1.75 -2.56 -0.51  -0.424
Br: -0.08 -1.58 2.28  0.084
O: -4.04 2.91 -0.24  -0.362
C: -2.94 2.62 -1.01  -0.507
C: -1.80 1.69 -0.52  -0.338
O: -2.28 0.57 0.25  -0.307
H: -2.40 3.55 -1.32  0.063
H: -3.26 2.29 -2.02  0.057
H: -1.17 2.32 0.13  0.084
H: -1.17 1.36 -1.35  0.059
C: 3.03 1.20 -1.25  -0.114
O: 3.01 1.39 0.15  -0.202
C: 1.73 1.79 0.64  -0.213
C: 1.74 2.04 2.13  -0.192
N: 2.20 3.39 2.44  -0.057
C: 2.53 3.63 3.82  -0.231
C: 3.31 4.95 3.92  -0.216
O: 4.52 4.81 3.18  -0.192
C: 5.48 5.76 3.55  -0.135
H: 2.79 2.14 -1.76  0.070
H: 2.30 0.46 -1.59  0.069
H: 4.02 0.86 -1.56  0.079
H: 0.96 1.03 0.49  0.079
H: 1.34 2.65 0.09  0.126
H: 2.40 1.33 2.65  0.106
H: 0.72 1.92 2.50  0.110
H: 3.06 3.58 1.94  0.101
H: 2.98 2.75 4.30  0.113
H: 1.65 3.75 4.47  0.115
H: 3.50 5.16 4.97  0.111
H: 2.69 5.72 3.45  0.125
H: 5.29 6.76 3.15  0.084
H: 6.46 5.46 3.15  0.081
H: 5.61 5.80 4.63  0.079
C: -2.69 3.64 2.90  -0.143
O: -3.05 2.33 3.22  -0.175
C: -2.44 1.83 4.40  -0.220
C: -3.09 0.46 4.67  -0.224
N: -3.22 -0.35 3.47  -0.034
C: -4.18 -1.44 3.67  -0.212
C: -4.57 -2.00 2.33  -0.249
O: -5.14 -1.02 1.50  -0.156
C: -5.67 -1.60 0.33  -0.121
H: -2.86 4.41 3.66  0.067
H: -3.23 3.91 1.99  0.075
H: -1.60 3.71 2.71  0.076
H: -2.59 2.54 5.21  0.107
H: -1.37 1.68 4.18  0.107
H: -4.05 0.59 5.17  0.106
H: -2.41 0.00 5.41  0.105
H: -2.35 -0.85 3.36  -0.012
H: -5.05 -1.21 4.29  0.110
H: -3.59 -2.21 4.20  0.112
H: -5.31 -2.80 2.53  0.108
H: -3.71 -2.43 1.81  0.115
H: -6.18 -0.81 -0.22  0.088
H: -6.34 -2.44 0.55  0.073
H: -4.89 -1.87 -0.40  0.081
C: -0.44 -4.14 -3.02  -0.090
O: -0.49 -2.82 -3.54  -0.220
C: 0.80 -2.36 -3.96  -0.215
C: 0.79 -1.11 -4.85  -0.213
N: 0.52 0.05 -4.02  -0.046
C: 0.60 1.30 -4.83  -0.192
C: 0.41 2.48 -3.88  -0.189
O: 0.25 3.68 -4.63  -0.191
C: -1.09 3.98 -4.94  -0.117
H: -1.49 -4.32 -2.81  0.090
H: 0.11 -4.20 -2.08  0.082
H: -0.08 -4.86 -3.76  0.087
H: 1.35 -3.19 -4.42  0.111
H: 1.47 -2.17 -3.12  0.105
H: 0.03 -1.30 -5.63  0.110
H: 1.78 -1.12 -5.31  0.114
H: -0.31 -0.06 -3.46  0.069
H: -0.19 1.18 -5.59  0.095
H: 1.54 1.26 -5.38  0.112
H: 1.34 2.55 -3.32  0.104
H: -0.44 2.30 -3.22  0.106
H: -1.66 3.12 -5.32  0.069
H: -1.16 4.74 -5.71  0.078
H: -1.61 4.31 -4.03  0.090
C: 3.03 -2.87 -0.68  -0.063
C: 3.78 -2.84 0.67  -0.412
C: 4.25 -1.42 1.01  -0.213
O: 5.17 -1.55 2.07  -0.187
C: 5.63 -0.30 2.52  -0.119
N: 2.83 -3.30 1.69  0.019
H: 2.73 -3.89 -0.94  0.066
H: 3.72 -2.48 -1.44  0.071
H: 2.10 -2.30 -0.69  0.047
H: 4.63 -3.52 0.61  0.128
H: 3.45 -0.72 1.25  0.114
H: 4.73 -1.02 0.11  0.115
H: 6.24 0.24 1.77  0.083
H: 6.28 -0.44 3.38  0.079
H: 4.78 0.35 2.73  0.078
H: 3.25 -3.24 2.61  0.058
H: 1.96 -2.77 1.73  -0.089
C: -2.75 0.43 -4.52  -0.085
C: -3.19 -0.47 -3.39  -0.254
O: -2.11 -0.92 -2.56  -0.154
H: -2.10 1.23 -4.16  0.040
H: -3.54 0.94 -5.08  0.078
H: -2.07 -0.08 -5.21  0.060
H: -3.66 -1.37 -3.79  0.114
H: -3.86 0.08 -2.72  0.117
H: -1.81 -1.73 -2.99  0.046
C: -0.04 -6.24 0.45  -0.089
C: -1.54 -6.34 0.14  -0.289
O: -1.66 -7.55 -0.62  -0.109
H: 0.11 -5.43 1.16  0.075
H: 0.57 -6.17 -0.45  0.066
H: 0.28 -7.17 0.92  0.062
H: -1.79 -5.50 -0.52  0.092
H: -2.15 -6.29 1.04  0.110
H: -1.28 -8.22 -0.05  0.060

Its charge is -2. As for the total energy: -158506.8393 eV. The calculation puts the max |F| at 5.80 eV/A. The value obtained for the LUMO energy is 3.80 eV. The value obtained for the orbital gap is 3.820 eV. For the molar mass, the calculation gives 803.747 g/mol.

The following is a quantum chemistry calculation of C28H72F6O14Y as an isolated structure, from the OMol25 dataset.

Last column: Löwdin charge in e.
Cartesian coordinates (Å):
Y: -0.37 -1.66 -4.33  1.942
C: -1.25 1.72 -4.51  -0.395
O: 0.03 2.03 -3.99  -0.105
O: -1.22 0.42 -4.88  -0.275
C: -2.39 2.03 -3.49  -0.515
F: -2.82 3.29 -3.77  0.129
F: -3.45 1.21 -3.52  0.158
F: -1.96 2.08 -2.21  0.141
C: 0.31 3.37 -3.64  -0.244
C: 1.65 3.45 -2.90  -0.047
H: 1.65 2.79 -2.03  0.047
H: 2.44 3.11 -3.58  0.079
H: 1.86 4.46 -2.56  0.085
H: -0.43 3.89 -3.03  0.106
H: 0.35 3.92 -4.59  0.132
H: -1.37 2.34 -5.40  0.165
C: -1.35 -0.73 -0.93  -0.431
O: -0.29 0.13 -0.57  -0.063
O: -1.24 -1.22 -2.17  -0.240
C: -1.44 -1.84 0.16  -0.506
F: -2.06 -1.44 1.26  0.164
F: -2.13 -2.92 -0.31  0.112
F: -0.23 -2.34 0.53  0.113
C: -0.65 1.09 0.39  -0.242
C: 0.42 2.20 0.45  -0.048
H: 0.48 2.77 -0.48  0.054
H: 0.21 2.90 1.26  0.074
H: 1.43 1.85 0.66  0.034
H: -0.68 0.74 1.42  0.099
H: -1.56 1.65 0.15  0.113
H: -2.35 -0.28 -0.88  0.154
C: 3.61 0.05 -2.63  -0.047
C: 2.08 -0.07 -2.72  -0.262
O: 1.68 -1.41 -3.08  -0.216
H: 4.03 1.05 -2.76  0.080
H: 3.99 -0.60 -3.42  0.087
H: 4.00 -0.30 -1.68  0.053
H: 1.84 0.54 -3.59  0.097
H: 1.54 0.30 -1.85  0.101
H: 1.99 -2.01 -2.35  0.069
C: 1.05 7.26 1.18  -0.063
C: 0.45 5.91 0.71  -0.330
O: 0.07 5.99 -0.65  -0.081
H: 0.19 7.85 1.48  0.074
H: 1.59 7.74 0.38  0.077
H: 1.67 6.97 2.03  0.066
H: -0.41 5.72 1.36  0.108
H: 1.18 5.11 0.85  0.088
H: -0.35 5.19 -0.98  0.055
C: -4.81 1.29 1.43  -0.083
C: -4.37 2.52 2.25  -0.342
O: -5.41 3.09 2.99  -0.056
H: -5.47 1.62 0.62  0.070
H: -5.33 0.57 2.06  0.078
H: -3.95 0.75 1.03  0.041
H: -3.86 3.26 1.61  0.105
H: -3.56 2.09 2.85  0.105
H: -6.07 3.35 2.34  0.089
C: 0.99 -0.11 3.36  -0.098
C: 1.83 -0.55 4.51  -0.313
O: 1.04 -0.88 5.65  -0.068
H: 0.34 0.71 3.70  0.085
H: 0.36 -0.84 2.86  0.069
H: 1.65 0.34 2.60  0.060
H: 2.55 0.20 4.84  0.095
H: 2.35 -1.47 4.20  0.112
H: 0.12 -0.78 5.40  0.074
C: 3.94 1.64 0.46  -0.092
C: 4.58 0.54 1.31  -0.300
O: 5.69 1.07 1.99  -0.055
H: 3.65 2.53 1.04  0.075
H: 3.05 1.24 -0.05  0.041
H: 4.52 2.02 -0.38  0.081
H: 4.96 -0.16 0.56  0.090
H: 3.87 0.01 1.94  0.099
H: 5.47 1.92 2.39  0.077
C: -1.69 -6.38 2.37  -0.070
C: -1.19 -4.95 2.56  -0.306
O: -2.29 -4.04 2.70  -0.081
H: -0.90 -7.03 1.98  0.078
H: -2.44 -6.36 1.57  0.050
H: -2.26 -6.68 3.25  0.083
H: -0.64 -4.57 1.69  0.082
H: -0.50 -4.79 3.39  0.115
H: -2.47 -3.77 1.80  0.036
C: 4.20 -3.26 -0.10  -0.067
C: 2.74 -3.33 0.25  -0.252
O: 1.99 -2.78 -0.85  -0.115
H: 4.39 -3.92 -0.95  0.084
H: 4.84 -3.79 0.61  0.088
H: 4.63 -2.27 -0.23  0.054
H: 2.46 -2.78 1.15  0.114
H: 2.43 -4.37 0.34  0.119
H: 1.04 -2.77 -0.66  0.060
C: -4.60 -1.96 -3.62  -0.050
C: -3.67 -2.36 -4.74  -0.225
O: -2.46 -2.93 -4.16  -0.222
H: -5.48 -1.41 -3.93  0.095
H: -4.11 -1.29 -2.90  0.074
H: -4.83 -2.84 -3.01  0.070
H: -3.33 -1.51 -5.33  0.106
H: -4.04 -3.12 -5.44  0.123
H: -2.69 -3.54 -3.42  0.070
C: 1.88 3.60 3.94  -0.066
C: 2.76 3.17 5.11  -0.333
O: 4.13 3.29 4.77  -0.078
H: 0.84 3.46 4.24  0.080
H: 2.10 2.94 3.10  0.048
H: 2.16 4.63 3.71  0.074
H: 2.57 2.16 5.51  0.093
H: 2.61 3.77 6.02  0.117
H: 4.63 3.07 5.55  0.090
C: -1.50 -6.10 -1.49  -0.073
C: -2.99 -6.09 -1.49  -0.264
O: -3.52 -4.99 -2.32  -0.119
H: -1.16 -7.14 -1.44  0.089
H: -1.12 -5.39 -0.76  0.060
H: -1.10 -5.77 -2.46  0.073
H: -3.43 -6.02 -0.50  0.108
H: -3.41 -6.96 -2.01  0.120
H: -4.46 -5.10 -2.13  0.090

Its charge is +1. As for the total energy: -76209.7575 eV. The calculation puts the max |F| at 6.38 eV/A. The value obtained for the LUMO energy is -4.73 eV. The value obtained for the orbital gap is 6.991 eV. For the molar mass, the calculation gives 835.764 g/mol.

The following is a quantum chemistry calculation of C28H72FN3O11S as an isolated structure, from the OMol25 dataset.

Last column: Löwdin charge in e.
Cartesian coordinates (Å):
N: -2.16 -2.02 -3.99  0.097
C: -1.34 -1.17 -4.87  -0.618
N: -1.04 -2.03 -6.07  0.047
N: -0.05 -0.84 -4.29  0.111
C: -2.19 0.07 -5.40  -0.031
C: -1.78 1.47 -4.83  -0.452
C: -3.16 2.28 -4.93  -0.128
C: -4.12 2.00 -3.73  -0.136
C: -5.58 1.77 -4.29  -0.212
F: -6.21 2.95 -4.63  -0.044
C: -0.77 2.16 -5.80  -0.120
O: -0.30 3.33 -5.06  -0.203
S: -0.46 2.96 -3.43  0.745
O: -1.05 4.17 -2.85  -0.246
O: 0.89 2.53 -3.05  -0.258
O: -1.45 1.61 -3.43  -0.158
H: -2.13 -2.96 -4.39  0.069
H: -3.13 -1.74 -4.03  0.059
H: -0.31 -1.56 -6.61  0.068
H: -1.89 -2.07 -6.64  0.071
H: 0.43 -0.10 -4.79  0.059
H: -0.14 -0.65 -3.30  0.069
H: -2.02 0.13 -6.50  0.125
H: -3.29 -0.06 -5.28  0.110
H: -3.67 2.04 -5.89  0.113
H: -2.89 3.37 -4.99  0.128
H: -4.11 2.86 -3.03  0.127
H: -3.88 1.08 -3.15  0.120
H: -6.14 1.24 -3.48  0.120
H: -5.46 1.06 -5.13  0.094
H: -1.23 2.36 -6.79  0.149
H: 0.19 1.62 -6.00  0.134
C: 1.61 0.35 1.00  -0.057
C: 0.61 0.65 -0.11  -0.490
C: -0.47 1.60 0.37  -0.051
O: 0.00 -0.57 -0.55  -0.059
H: 1.12 -0.13 1.85  0.068
H: 2.37 -0.35 0.65  0.083
H: 2.10 1.26 1.34  0.079
H: 1.12 1.08 -0.96  0.118
H: -1.04 1.17 1.21  0.081
H: -1.19 1.80 -0.43  0.066
H: -0.04 2.55 0.70  0.085
H: -0.46 -0.96 0.20  0.082
C: 2.99 0.39 6.00  -0.055
C: 1.99 0.69 4.90  -0.486
C: 0.91 1.64 5.37  -0.052
O: 1.39 -0.53 4.46  -0.075
H: 2.50 -0.09 6.86  0.087
H: 3.76 -0.31 5.65  0.060
H: 3.49 1.30 6.35  0.062
H: 2.51 1.12 4.04  0.129
H: 0.35 1.21 6.20  0.084
H: 0.20 1.84 4.57  0.076
H: 1.34 2.59 5.70  0.070
H: 0.93 -0.92 5.21  0.072
C: -0.80 -6.06 -0.96  -0.064
C: -1.72 -5.01 -1.56  -0.500
C: -2.92 -4.74 -0.66  -0.065
O: -2.18 -5.45 -2.84  -0.063
H: -1.33 -7.01 -0.84  0.079
H: 0.05 -6.25 -1.62  0.081
H: -0.42 -5.74 0.02  0.075
H: -1.17 -4.08 -1.71  0.133
H: -3.52 -5.65 -0.52  0.079
H: -3.58 -3.99 -1.10  0.075
H: -2.60 -4.39 0.33  0.073
H: -2.67 -6.27 -2.71  0.082
C: -6.97 0.57 -9.14  -0.060
C: -6.01 1.31 -8.22  -0.503
C: -6.26 2.80 -8.23  -0.060
O: -4.66 1.05 -8.63  -0.065
H: -6.84 0.90 -10.18  0.082
H: -6.76 -0.50 -9.12  0.080
H: -8.00 0.73 -8.85  0.082
H: -6.12 0.93 -7.20  0.115
H: -6.12 3.22 -9.23  0.083
H: -5.55 3.31 -7.57  0.073
H: -7.27 3.03 -7.90  0.085
H: -4.56 1.38 -9.53  0.085
C: 0.47 -3.84 4.09  -0.055
C: -0.32 -3.88 5.38  -0.497
C: -1.21 -5.12 5.45  -0.066
O: -1.13 -2.71 5.48  -0.058
H: -0.19 -3.80 3.22  0.079
H: 1.09 -2.94 4.05  0.060
H: 1.12 -4.71 3.99  0.083
H: 0.36 -3.87 6.23  0.139
H: -1.93 -5.12 4.63  0.080
H: -1.78 -5.13 6.38  0.079
H: -0.61 -6.03 5.40  0.080
H: -1.74 -2.70 4.74  0.087
C: 8.23 0.50 5.19  -0.064
C: 7.15 -0.52 4.88  -0.488
C: 7.36 -1.17 3.53  -0.063
O: 5.87 0.12 4.91  -0.073
H: 8.23 1.30 4.44  0.082
H: 8.06 0.97 6.16  0.075
H: 9.22 0.04 5.19  0.079
H: 7.14 -1.29 5.66  0.141
H: 7.33 -0.42 2.73  0.082
H: 6.57 -1.89 3.32  0.080
H: 8.33 -1.68 3.48  0.080
H: 5.86 0.80 4.23  0.089
C: 5.36 3.70 6.25  -0.067
C: 4.68 4.13 7.54  -0.499
C: 3.73 5.30 7.31  -0.062
O: 5.67 4.50 8.50  -0.052
H: 5.96 4.52 5.83  0.083
H: 6.05 2.87 6.43  0.070
H: 4.62 3.39 5.50  0.072
H: 4.13 3.29 7.96  0.134
H: 4.27 6.17 6.93  0.081
H: 3.26 5.60 8.25  0.080
H: 2.95 5.03 6.59  0.073
H: 6.16 5.25 8.14  0.084

As for the total energy: -70746.9718 eV. The calculation puts the max |F| at 4.60 eV/A. The value obtained for the LUMO energy is 0.38 eV. The value obtained for the orbital gap is 9.447 eV. For the molar mass, the calculation gives 677.959 g/mol.

> Which of these has the lowest max |F|?

C28H72BO20

> The highest orbital gap belongs to which entry?

C28H72BO20